[1]
The following is a quantum chemistry calculation of one molecule with the formula C4H8ClN3 at a distorted geometry, from the OMol25 dataset.

Total energy, Ha: -781.5281
E_HOMO, eV: -9.10

CARTESIAN COORDINATES (ANGSTROEM)
C  -1.899  1.012  0.533
N  3.022  -1.253  0.200
C  -1.393  -0.426  0.472
H  1.662  0.208  -1.574
H  3.515  -0.465  -0.472
H  -0.554  2.170  -0.906
C  -0.395  -0.042  -0.591
H  -3.004  1.060  0.174
H  3.314  -1.196  1.266
H  -1.022  -0.144  -1.443
C  1.065  -0.267  -0.685
Cl  -2.458  -1.822  -0.199
H  -1.939  1.367  1.681
N  1.606  -0.846  0.333
N  -0.623  1.387  -0.250
H  -0.895  -0.741  1.463

Cartesian forces, eV/Å:
-0.8 0.3 1.7
-0.6 3.4 1.0
1.3 -2.2 1.9
-1.0 -1.1 1.4
-1.1 -2.4 2.5
-0.5 -0.8 0.1
-0.6 2.7 -0.8
2.1 0.5 -0.2
-0.1 0.2 -3.2
0.5 -1.0 -1.7
1.5 -0.9 0.8
0.6 1.3 1.0
0.3 -0.3 -2.7
1.2 -0.6 -2.2
-1.7 0.9 2.1
-1.1 0.1 -1.7

---

[2]
The following is a quantum chemistry calculation of a 2-piece molecular cluster, C4H8ClNO overall at a distorted geometry, from the OMol25 dataset.

Total energy, Ha: -747.2804
E_HOMO (spin up / spin down), eV: -8.64 / -8.64

CARTESIAN COORDINATES (ANGSTROEM)
N  1.851  -1.031  0.270
H  -0.809  1.415  1.336
O  -1.008  -1.038  -0.120
C  -0.189  -0.588  0.887
H  -2.263  0.220  -1.107
H  -0.276  2.106  -1.096
H  2.138  -1.265  1.117
H  0.986  1.202  0.895
C  -0.218  1.089  -0.784
C  -1.201  0.019  -1.108
H  -1.114  -0.485  -2.068
C  -0.079  0.923  0.723
H  0.791  0.521  -1.115
H  1.793  -1.866  -0.275
Cl  -0.401  -1.223  2.446

Cartesian forces, eV/Å:
-4.5 2.9 -3.5
-0.3 0.5 0.4
0.6 0.0 1.3
2.3 0.6 -3.3
-0.4 0.7 0.6
-0.4 0.4 -0.6
1.8 -1.5 4.9
-1.0 0.1 0.8
2.8 -3.0 0.3
-1.5 -1.1 -0.9
0.7 0.1 -0.2
2.1 -0.4 -0.1
-1.8 2.0 0.3
-0.3 -0.8 -0.3
-0.2 -0.5 0.2

---

[3]
The following is a quantum chemistry calculation of C4H8ClNO3 as an isolated structure at a distorted geometry, from the OMol25 dataset.

Total energy, Ha: -897.7078
E_HOMO, eV: -10.08

CARTESIAN COORDINATES (ANGSTROEM)
O  -1.787  1.503  -1.228
Cl  -1.477  -1.008  1.550
H  0.756  0.612  -1.076
H  -0.107  2.688  0.206
H  0.379  1.785  1.823
O  -3.132  0.871  0.226
H  -0.720  -3.307  0.079
H  -1.881  -1.887  -1.205
H  1.089  -0.311  0.405
N  -2.049  0.825  -0.288
O  -0.214  -2.691  -0.520
C  0.565  1.887  0.768
H  1.605  2.249  0.832
C  -0.961  -0.133  0.068
C  -0.853  -1.657  -1.180
C  0.452  0.527  0.046
H  -0.435  -1.464  -2.148

Cartesian forces, eV/Å:
1.4 1.5 -2.3
0.6 0.7 -0.3
-0.7 0.1 1.9
1.4 -1.7 1.5
-1.0 0.0 0.4
-0.5 -0.8 1.4
0.1 1.7 -1.1
-1.4 0.1 -0.5
-0.1 0.8 0.2
-0.6 -0.8 -0.3
0.8 -0.5 0.1
-0.2 0.8 -1.3
-0.3 -0.1 -0.8
1.0 -2.5 -1.1
-1.1 0.6 3.6
-0.2 -0.6 -1.5
0.6 0.6 -0.1

---

[4]
The following is a quantum chemistry calculation of C4H8ClNS as an isolated structure at a distorted geometry, from the OMol25 dataset.

Total energy, Ha: -1070.2082
E_HOMO, eV: -8.93

CARTESIAN COORDINATES (ANGSTROEM)
C  -0.880  -0.402  -1.370
S  0.697  -0.202  -2.247
H  2.052  0.532  -0.076
C  1.419  -0.383  -0.481
H  -1.266  -1.419  -1.489
H  -1.546  0.555  -1.424
H  -1.134  -0.759  1.934
H  2.090  -1.368  -0.224
H  -0.252  2.001  -0.176
C  -0.129  1.178  0.633
N  -0.580  -1.203  0.941
H  0.595  -1.431  1.382
C  -0.115  -0.287  0.033
Cl  -1.706  1.690  1.362
H  0.756  1.498  1.201

Cartesian forces, eV/Å:
0.8 2.3 1.6
1.1 -0.1 0.7
-1.2 -1.8 -1.2
0.5 -0.2 0.3
-0.5 0.7 0.0
0.6 -2.3 -0.5
2.1 -1.2 -4.0
-2.1 2.1 -0.8
1.3 -1.8 0.6
-1.2 2.3 -3.0
3.2 -2.2 7.2
-4.9 0.1 -0.7
0.8 3.5 -1.5
0.1 -0.7 0.9
-0.6 -0.6 0.4

---

[5]
The following is a quantum chemistry calculation of C4H8ClNiO2 as an isolated structure at a distorted geometry, from the OMol25 dataset.

Total energy, Ha: -2275.8674
Spin multiplicity: 3
Net charge: +1
E_HOMO (spin up / spin down), eV: -14.83 / -14.82
<S²>: 2.01

CARTESIAN COORDINATES (ANGSTROEM)
H  2.035  0.989  -0.263
H  -2.115  0.648  1.926
C  -1.259  0.089  2.192
H  1.814  -0.818  -0.006
Cl  -3.117  -1.188  -1.996
O  1.006  -0.032  2.160
C  1.204  0.041  -1.989
C  0.041  0.191  1.463
Ni  -1.733  0.216  -1.208
H  0.374  -0.635  -2.186
H  0.756  1.029  -2.398
H  -1.070  0.009  3.252
H  2.123  -0.212  -2.529
C  1.405  0.143  -0.476
H  -1.554  -0.890  1.926
O  0.091  0.421  0.133

Cartesian forces, eV/Å:
0.3 0.1 0.4
-0.6 1.3 -0.2
0.1 -0.5 -0.8
-0.6 1.5 -0.7
0.8 0.9 0.5
-0.1 0.4 -2.2
-1.6 2.0 0.3
0.9 -0.1 4.3
0.6 -0.8 0.3
0.2 -1.0 -0.3
1.2 -1.0 0.6
0.1 0.6 0.1
-0.5 0.0 0.1
0.8 -1.3 -0.5
-0.6 -1.6 -0.2
-1.1 -0.2 -1.7

---

[6]
The following is a quantum chemistry calculation of a 4-piece molecular cluster, C4H8ClP overall at a distorted geometry, from the OMol25 dataset.

Total energy, Ha: -958.5591
E_HOMO, eV: -9.66

CARTESIAN COORDINATES (ANGSTROEM)
H  -5.164  -0.038  0.972
C  -0.358  -2.167  0.461
H  1.863  0.548  0.030
H  2.928  1.954  0.649
H  5.288  1.052  0.476
H  -2.303  -0.122  -1.260
H  -0.449  0.338  -1.736
C  2.764  0.989  0.283
P  4.218  0.146  -0.039
Cl  -1.368  1.396  0.119
C  -0.745  -1.215  -0.165
H  -0.039  -2.995  0.974
C  -1.242  -0.078  -0.955
H  -5.392  0.192  0.190

Cartesian forces, eV/Å:
-0.7 0.8 -2.6
-0.8 1.9 -1.3
-1.7 -0.5 -0.3
-0.7 1.4 0.7
-1.2 -0.3 -0.4
1.0 -0.7 -0.5
-2.0 -1.5 1.2
4.4 -1.2 -0.5
-0.8 0.6 0.5
0.1 0.1 0.3
-0.2 -0.1 -0.4
0.6 -1.4 0.9
1.4 1.6 -0.2
0.7 -0.8 2.6

---

[7]
The following is a quantum chemistry calculation of one molecule with the formula C4H8F2 at a distorted geometry, from the OMol25 dataset.

Total energy, Ha: -356.9246
E_HOMO, eV: -11.56

CARTESIAN COORDINATES (ANGSTROEM)
C  -1.238  -0.752  0.494
H  0.371  1.629  0.873
C  -0.459  0.059  -0.495
H  -0.013  -0.666  -1.192
H  -1.816  -0.153  1.123
H  2.454  0.754  1.242
F  -2.129  -1.531  -0.270
H  -0.587  -1.407  0.987
F  1.305  1.491  -0.887
C  1.753  -0.030  0.903
H  1.302  -0.494  1.766
C  0.691  0.832  0.175
H  2.275  -0.664  0.214
H  -1.057  0.713  -1.060

Cartesian forces, eV/Å:
-0.5 -0.1 -2.6
-0.2 -0.4 -0.3
1.7 -0.8 1.1
0.1 0.3 0.1
-0.9 0.8 1.3
0.0 -0.7 0.1
-0.1 -0.1 0.4
0.7 -1.0 1.1
0.5 0.3 -0.1
-0.5 2.5 -0.4
0.1 -0.5 0.2
-0.1 -0.6 -0.1
0.0 -0.7 -0.2
-0.9 0.9 -0.6

---

[8]
The following is a quantum chemistry calculation of a 2-piece molecular cluster, C4H8F2N2O overall at a distorted geometry, from the OMol25 dataset.

Total energy, Ha: -541.5268
E_HOMO, eV: -10.18

CARTESIAN COORDINATES (ANGSTROEM)
H  -0.861  -2.328  0.912
C  -0.554  -1.283  0.780
C  1.733  -0.753  0.026
F  -2.257  3.760  0.239
C  0.512  -1.164  -0.274
F  -1.688  -0.591  0.410
H  1.065  2.385  0.605
C  0.083  -1.518  -1.663
H  -0.231  -0.866  1.740
O  0.249  2.837  0.344
H  -0.432  -2.476  -1.673
H  2.018  -0.480  1.029
H  -0.614  -0.764  -2.034
H  2.503  -0.684  -0.723
N  -0.677  2.557  1.301
N  -1.787  2.932  1.312
H  0.937  -1.562  -2.333

Cartesian forces, eV/Å:
0.1 0.1 0.0
0.4 -0.2 0.4
0.1 0.0 0.1
0.9 -0.1 -0.3
-0.3 0.1 0.1
-0.5 0.3 -0.3
-0.4 -0.2 0.3
0.0 0.1 0.0
0.1 -0.2 -0.1
-0.8 0.8 -0.8
-0.1 -0.1 -0.1
0.0 0.0 0.3
0.0 -0.1 0.0
0.2 0.0 -0.2
3.1 -1.4 0.4
-2.8 0.8 0.3
0.0 0.0 -0.1

---

[9]
The following is a quantum chemistry calculation of a 2-piece molecular cluster, C4H8F3P overall at a distorted geometry, from the OMol25 dataset.

Total energy, Ha: -797.9809
E_HOMO (spin up / spin down), eV: -8.56 / -8.53

CARTESIAN COORDINATES (ANGSTROEM)
H  2.272  1.148  -1.069
H  2.221  -1.618  -0.611
C  1.323  -2.009  -1.036
H  -2.026  0.736  1.726
F  -1.121  -1.376  0.259
P  1.381  1.903  -0.152
H  0.707  -2.639  -0.463
C  -2.147  0.856  0.654
H  1.176  -1.887  -2.105
H  2.266  1.738  0.793
F  0.514  0.082  1.717
F  -1.288  0.128  -1.445
H  -1.967  1.943  0.413
H  -3.216  0.742  0.224
C  -1.091  0.040  -0.056
C  0.344  0.390  0.366

Cartesian forces, eV/Å:
-0.9 0.7 0.5
0.4 0.1 0.2
0.5 0.8 -0.7
-0.4 -0.2 0.1
-1.1 2.2 -0.4
-1.8 -1.5 -2.8
-0.5 -0.6 0.4
-1.3 1.1 -1.4
-0.1 0.0 0.3
1.8 -0.3 2.4
-0.3 0.3 -1.5
0.6 0.0 1.7
0.3 -1.0 0.3
1.8 -0.6 1.0
0.7 -1.5 -0.5
0.5 0.5 0.4

---

[10]
The following is a quantum chemistry calculation of one molecule with the formula C4H8FN at a distorted geometry, from the OMol25 dataset.

Total energy, Ha: -311.7750
E_HOMO, eV: -9.00

CARTESIAN COORDINATES (ANGSTROEM)
F  2.188  -0.493  -0.036
N  -0.643  -1.020  -0.145
C  -1.128  0.997  -0.081
H  1.839  1.422  0.426
H  -1.529  1.869  0.552
H  -2.419  -0.502  0.879
H  1.265  0.804  -1.189
H  -0.442  -1.866  0.275
H  0.011  0.188  1.542
C  1.361  0.593  -0.138
H  -0.950  1.451  -1.050
C  -1.954  -0.339  -0.100
C  0.006  0.217  0.444
H  -2.678  -0.598  -0.837

Cartesian forces, eV/Å:
0.8 -0.7 0.2
0.8 3.0 -1.3
-3.0 2.3 0.7
-0.4 -0.2 -0.4
0.5 -1.4 -0.7
-0.2 0.3 0.0
-0.1 0.3 -0.4
0.0 -2.0 1.2
0.2 0.0 -0.1
-0.4 -0.1 1.0
0.1 -0.4 -0.4
1.2 0.3 1.5
0.8 -1.4 -0.4
-0.3 0.0 -0.9

---

[11]
The following is a quantum chemistry calculation of C4H8FN as an isolated structure at a distorted geometry, from the OMol25 dataset.

Total energy, Ha: -311.6202
E_HOMO (spin up / spin down), eV: -9.48 / -7.89

CARTESIAN COORDINATES (ANGSTROEM)
H  -1.408  1.463  0.024
C  -2.029  0.528  -0.028
C  1.183  1.016  -0.104
H  -2.631  0.466  0.840
H  0.946  -2.213  -0.922
H  0.558  1.691  0.423
H  1.131  1.580  -1.084
H  2.282  -1.572  -0.212
H  0.899  -2.069  0.839
F  2.483  0.917  0.293
H  -2.646  0.626  -0.871
N  -1.281  -0.620  -0.063
C  1.234  -1.539  -0.095
C  0.579  -0.295  -0.090

Cartesian forces, eV/Å:
-0.8 -0.4 0.1
1.7 2.7 0.6
-0.9 0.7 -2.1
-1.0 0.2 1.1
-0.6 0.3 0.2
-0.1 0.8 1.7
0.5 -1.0 0.2
1.4 0.6 0.5
0.7 0.1 -0.7
0.5 0.5 0.5
-1.1 0.0 -1.4
6.9 -1.1 -0.3
-0.7 -3.2 0.4
-6.4 -0.2 -0.7

---

[12]
The following is a quantum chemistry calculation of one molecule with the formula C4H8FN at a distorted geometry, from the OMol25 dataset.

Total energy, Ha: -311.7043
E_HOMO, eV: -9.68

CARTESIAN COORDINATES (ANGSTROEM)
H  1.760  -1.361  0.508
H  -1.382  1.175  0.565
H  -1.642  1.073  -1.077
C  -1.578  0.436  -0.150
H  -1.022  -1.673  -0.253
H  0.244  0.004  -1.469
H  1.550  1.024  1.305
F  -2.867  -0.296  0.016
N  1.957  -0.755  -0.200
C  1.580  0.588  0.174
H  -0.454  -0.808  1.251
H  1.990  1.457  -0.316
C  0.484  -0.183  -0.479
C  -0.618  -0.682  0.126

Cartesian forces, eV/Å:
-0.2 -2.0 2.7
-0.6 1.0 1.7
0.3 -1.7 0.2
-3.3 -1.7 -0.2
0.6 1.2 0.1
0.7 0.5 -2.2
-0.4 -1.9 -2.2
1.0 2.2 -0.1
-1.3 2.7 -3.2
-0.8 1.9 2.9
-0.6 0.2 -1.3
0.5 -0.4 -0.9
7.7 0.6 -0.9
-3.6 -2.6 3.3

---

[13]
The following is a quantum chemistry calculation of one molecule with the formula C4H8FN at a distorted geometry, from the OMol25 dataset.

Total energy, Ha: -311.7555
E_HOMO, eV: -8.92

CARTESIAN COORDINATES (ANGSTROEM)
H  1.002  -0.314  -1.061
H  1.582  0.893  0.930
C  -0.644  1.015  -1.027
H  -0.010  0.821  1.709
H  -1.740  1.029  -0.801
N  0.144  1.902  -0.162
F  0.468  -2.138  0.663
C  0.163  -0.077  -0.380
H  -0.813  -1.852  -0.848
C  -0.472  -1.375  0.030
H  -1.418  -1.279  0.647
H  -0.724  1.347  -2.171
H  -0.331  2.705  0.268
C  0.491  0.867  0.793

Cartesian forces, eV/Å:
0.0 0.2 0.8
-0.3 -0.1 0.7
-2.0 2.2 -1.4
-1.2 -0.4 1.2
0.6 -0.4 0.4
-1.0 2.9 0.4
0.2 -0.5 0.5
-0.1 -2.3 0.2
-0.2 -1.1 -1.1
-1.5 1.0 0.0
1.3 0.2 -0.1
1.1 -1.2 2.1
0.2 -0.3 -0.6
3.1 -0.1 -3.1

---

[14]
The following is a quantum chemistry calculation of an isolated ion of composition C4H8FN2 and charge +1 at a distorted geometry, from the OMol25 dataset.

Total energy, Ha: -366.2809
Net charge: +1
E_HOMO, eV: -14.93

CARTESIAN COORDINATES (ANGSTROEM)
C  1.127  2.242  -0.305
H  -2.057  -1.565  1.086
H  -0.374  -1.249  -1.373
C  -1.933  -1.875  0.103
C  1.867  1.019  0.061
H  1.901  2.891  -0.829
H  0.128  2.085  -0.823
H  2.918  1.046  0.311
H  0.582  2.638  0.629
F  -0.249  -0.528  1.572
C  0.215  -0.654  0.343
N  -0.645  -1.408  -0.404
H  -2.042  -2.988  0.186
H  -2.801  -1.487  -0.610
N  1.363  -0.167  0.053

Cartesian forces, eV/Å:
-1.2 0.7 0.5
-0.4 1.0 1.5
-0.9 -0.9 -0.1
-2.1 -1.1 -3.0
-1.0 -1.2 -0.3
-1.6 -0.1 0.9
1.7 -0.3 -0.4
0.3 0.3 -0.3
1.8 0.2 -0.7
1.0 0.5 0.1
-3.8 -2.2 -0.3
3.0 2.2 0.5
0.6 0.9 -0.6
1.9 -0.7 1.7
0.8 0.8 0.5

---

[15]
The following is a quantum chemistry calculation of one molecule with the formula C4H8FN3 at a distorted geometry, from the OMol25 dataset.

Total energy, Ha: -421.2530
E_HOMO, eV: -8.52

CARTESIAN COORDINATES (ANGSTROEM)
H  3.431  0.621  -0.386
H  -2.328  -0.556  0.906
H  1.667  1.093  0.051
F  -1.747  -2.003  -0.396
H  0.102  0.172  1.396
C  2.410  0.317  -0.178
N  -1.456  1.636  -0.242
C  -0.106  -0.397  0.474
N  2.156  -0.927  -0.219
C  -0.950  0.344  -0.571
N  0.882  -1.299  -0.007
H  -0.671  2.281  -0.122
H  -1.919  1.615  0.672
H  -0.627  0.185  -1.601
H  0.714  -2.290  0.031
C  -1.556  -0.791  0.192

Cartesian forces, eV/Å:
-0.1 0.0 0.1
-0.1 0.0 0.2
0.2 -0.3 -0.1
-0.1 -0.1 -0.1
0.0 -0.4 -0.3
0.4 0.5 0.0
0.0 0.7 0.5
-0.6 -0.2 -0.1
-0.3 0.1 -0.1
0.2 -0.6 0.3
-0.5 -0.2 0.3
-0.3 -0.1 -0.2
0.1 0.0 -0.5
-0.3 0.0 0.2
0.2 0.1 0.1
1.3 0.4 -0.3